Below is 13 unconnected molecules or ions with the total composition C39H78O39 at a distorted geometry, with properties calculated with ωB97M-V/def2-TZVPD.

Positions of all 156 atoms, in Å:
C  3.974  20.296  -1.797
O  4.022  19.731  -0.565
C  5.130  19.150  -0.076
O  6.062  18.724  -0.719
O  4.950  18.972  1.287
C  6.134  18.529  2.000
H  2.984  20.573  -2.160
H  4.434  19.634  -2.531
H  4.547  21.217  -1.907
H  6.096  17.483  2.301
H  6.358  19.186  2.840
H  7.042  18.618  1.402
C  3.098  16.498  2.854
O  3.955  15.850  3.802
C  4.709  16.407  4.655
O  4.951  17.606  4.735
O  5.128  15.361  5.399
C  5.883  15.660  6.568
H  2.194  15.889  2.862
H  3.332  16.625  1.797
H  2.820  17.496  3.192
H  5.257  16.306  7.184
H  6.842  16.154  6.414
H  6.083  14.688  7.019
C  -2.922  19.450  8.456
O  -1.538  19.101  8.095
C  -1.272  18.971  6.777
O  -2.109  19.080  5.891
O  0.133  18.796  6.644
C  0.691  18.598  5.369
H  -3.734  18.874  8.011
H  -3.143  20.515  8.539
H  -3.162  19.183  9.485
H  1.746  18.323  5.346
H  0.619  19.566  4.873
H  0.063  17.886  4.835
C  2.614  15.035  12.317
O  2.674  14.075  11.259
C  3.447  14.253  10.191
O  4.181  15.220  9.948
O  3.385  13.152  9.385
C  4.047  13.175  8.112
H  3.581  15.436  12.620
H  2.077  14.601  13.161
H  1.968  15.835  11.957
H  3.718  13.997  7.477
H  3.955  12.241  7.558
H  5.128  13.258  8.224
C  4.162  9.672  12.603
O  4.733  10.787  12.092
C  5.703  10.746  11.155
O  6.248  9.749  10.675
O  5.978  12.019  10.819
C  7.078  12.259  9.935
H  3.537  9.221  11.832
H  3.455  9.860  13.411
H  4.967  8.999  12.894
H  7.264  11.379  9.319
H  8.006  12.459  10.470
H  6.942  13.119  9.280
C  7.971  13.211  -1.649
O  7.568  12.253  -0.679
C  6.917  12.635  0.510
O  6.730  11.866  1.437
O  6.684  14.030  0.633
C  6.092  14.528  1.809
H  8.100  12.737  -2.622
H  8.889  13.696  -1.315
H  7.295  14.057  -1.775
H  5.341  15.270  1.537
H  6.770  15.035  2.496
H  5.630  13.739  2.403
C  -1.406  15.093  4.912
O  -0.783  14.601  6.141
C  0.520  14.738  6.331
O  1.293  15.433  5.658
O  0.912  13.997  7.412
C  0.051  13.107  8.064
H  -1.400  16.178  5.011
H  -2.454  14.807  4.825
H  -0.865  14.811  4.009
H  -0.872  13.577  8.405
H  0.587  12.697  8.919
H  -0.250  12.290  7.409
C  2.387  20.600  2.084
O  1.431  21.401  1.459
C  0.302  21.687  2.152
O  -0.045  21.138  3.187
O  -0.498  22.527  1.448
C  -1.854  22.800  1.911
H  2.171  19.587  1.743
H  2.260  20.564  3.166
H  3.403  20.960  1.920
H  -2.215  23.776  1.587
H  -1.775  22.851  2.997
H  -2.528  22.024  1.549
C  -0.159  17.946  2.116
O  -0.396  18.172  0.717
C  0.613  17.885  -0.127
O  1.751  17.514  0.209
O  0.095  17.969  -1.347
C  0.883  17.799  -2.536
H  0.622  18.599  2.507
H  0.174  16.908  2.153
H  -1.028  18.158  2.739
H  1.157  16.744  -2.555
H  1.843  18.316  -2.548
H  0.307  18.041  -3.429
C  1.810  13.845  -4.079
O  3.238  13.671  -4.156
C  4.054  14.010  -3.153
O  5.237  13.700  -3.061
O  3.335  14.697  -2.273
C  4.000  15.284  -1.205
H  1.311  13.506  -4.986
H  1.425  14.802  -3.727
H  1.514  13.117  -3.323
H  4.800  16.009  -1.354
H  4.425  14.473  -0.612
H  3.321  15.792  -0.520
C  6.216  24.493  5.563
O  5.619  23.156  5.789
C  6.355  22.075  5.765
O  7.567  22.029  5.506
O  5.617  21.037  6.092
C  6.236  19.785  6.262
H  5.723  24.981  4.721
H  7.282  24.523  5.339
H  6.177  25.157  6.426
H  5.583  19.185  6.895
H  7.212  19.884  6.738
H  6.333  19.287  5.297
C  2.542  12.771  4.604
O  2.945  11.857  3.530
C  2.980  12.321  2.234
O  2.544  13.425  1.918
O  3.488  11.387  1.450
C  3.500  11.583  0.030
H  2.665  12.297  5.578
H  1.490  13.040  4.503
H  3.213  13.626  4.685
H  4.494  11.296  -0.313
H  3.224  12.618  -0.175
H  2.819  10.910  -0.491
C  8.726  15.719  4.009
O  9.995  16.185  4.204
C  10.320  17.232  4.948
O  9.460  17.996  5.461
O  11.666  17.315  5.094
C  12.302  18.400  5.669
H  8.382  15.374  4.985
H  8.770  14.847  3.356
H  8.129  16.517  3.567
H  13.312  18.572  5.296
H  12.268  18.381  6.759
H  11.807  19.331  5.391

## Properties
HOMO level: -10.11 eV
LUMO: 0.4346 eV
DFT total energy: -121555.2944 eV
energy relative to the best compared isomer or geometry (same formula, charge and spin): 538.0 kJ/mol
HOMO-LUMO gap: 0.3875 Ha